[1]
Below is a 6-piece molecular cluster, C26H50O17 overall at a distorted geometry, with properties calculated with ωB97M-V/def2-TZVPD.

The geometry in XYZ format:
```
93
Properties=species:S:1:pos:R:3:lowdin_charge:R:1
C 0.7775 -6.5112 -3.0769 0.14
C 0.4974 -5.3919 -2.7567 -0.08
C 0.1883 -4.0188 -2.3199 -0.34
C 0.9654 -3.0573 -3.2873 -0.16
O 1.4943 -1.9440 -2.6207 -0.20
C 2.8447 -2.1145 -2.2460 -0.10
O 0.6208 -3.7487 -1.0256 -0.15
C -0.0590 -4.5159 -0.0545 -0.07
H 1.1412 -7.4900 -3.2166 0.03
H -0.8735 -3.8130 -2.4769 0.15
H 1.7383 -3.5861 -3.8465 0.13
H 0.2460 -2.6936 -4.0225 0.13
H 3.0164 -1.4437 -1.4069 0.09
H 3.5562 -1.9109 -3.0486 0.08
H 3.0249 -3.1197 -1.8595 0.09
H -1.0901 -4.2002 0.1383 0.09
H 0.4769 -4.3668 0.8771 0.07
H -0.0645 -5.5914 -0.2409 0.09
C 3.4497 -5.5255 6.3684 -0.07
C 4.3991 -5.5617 5.1892 -0.21
O 3.7100 -5.3360 3.9522 0.04
C 3.4059 -4.0650 3.6920 -0.61
O 3.6693 -3.1159 4.3818 0.13
O 2.7485 -4.0283 2.5313 0.01
C 2.2878 -2.7275 2.1606 -0.04
H 2.6226 -6.2198 6.2131 0.08
H 3.9706 -5.7952 7.2872 0.08
H 3.0202 -4.5323 6.4957 0.07
H 4.8465 -6.5508 5.1055 0.12
H 5.2121 -4.8452 5.3071 0.12
H 3.0956 -1.9986 2.1753 0.10
H 1.4844 -2.4130 2.8267 0.10
H 1.8976 -2.7960 1.1481 0.07
C -1.2536 -0.8530 -0.2158 -0.05
C -2.6660 -1.3957 -0.1744 -0.21
O -3.1715 -1.4500 1.1664 0.04
C -3.5852 -0.2864 1.6677 -0.61
O -3.5855 0.7725 1.0962 0.12
O -3.9936 -0.4981 2.9189 0.01
C -4.3942 0.6878 3.6082 -0.04
H -0.6049 -1.4189 0.4548 0.08
H -0.8482 -0.9108 -1.2269 0.08
H -1.2267 0.1878 0.1076 0.07
H -2.6778 -2.4218 -0.5405 0.11
H -3.3361 -0.8173 -0.8107 0.13
H -5.1370 1.2431 3.0395 0.09
H -3.5248 1.3122 3.8104 0.10
H -4.8342 0.3849 4.5540 0.10
C 5.8765 4.3602 -1.2871 -0.07
C 5.4823 3.4231 -0.1646 -0.21
O 4.0577 3.3474 -0.0190 0.04
C 3.4328 2.5763 -0.9066 -0.61
O 3.9531 1.9429 -1.7890 0.11
O 2.1256 2.6349 -0.6631 0.02
C 1.3214 1.9078 -1.6008 -0.02
H 5.4136 5.3381 -1.1472 0.08
H 6.9592 4.4824 -1.3207 0.08
H 5.5435 3.9787 -2.2519 0.07
H 5.8595 3.8031 0.7834 0.12
H 5.9029 2.4275 -0.3070 0.12
H 1.6559 0.8754 -1.6920 0.08
H 1.3419 2.3992 -2.5730 0.10
H 0.3038 1.9162 -1.2197 0.09
C -0.8493 1.0698 -8.0758 -0.07
C 0.3234 2.0278 -8.0501 -0.22
O 0.9125 2.1025 -6.7460 0.04
C 1.7128 1.0847 -6.4215 -0.61
O 1.9833 0.1454 -7.1236 0.12
O 2.1521 1.2863 -5.1812 0.01
C 2.9663 0.2269 -4.6657 -0.03
H -1.5714 1.3307 -7.3006 0.08
H -1.3457 1.0983 -9.0461 0.08
H -0.5241 0.0473 -7.8861 0.07
H -0.0181 3.0355 -8.2819 0.12
H 1.0758 1.7599 -8.7920 0.12
H 3.7899 -0.0008 -5.3407 0.10
H 2.3541 -0.6558 -4.4954 0.08
H 3.3752 0.5636 -3.7163 0.07
C -5.3113 5.4476 2.6544 -0.06
C -6.5433 4.6073 2.9179 -0.21
O -6.6259 4.2322 4.3004 0.03
C -7.0666 5.1813 5.1253 -0.61
O -7.4056 6.2922 4.8138 0.13
O -7.0545 4.6874 6.3650 0.00
C -7.4301 5.6294 7.3712 -0.04
H -4.4170 4.9353 3.0123 0.08
H -5.2034 5.6448 1.5879 0.08
H -5.3691 6.4022 3.1767 0.07
H -6.4777 3.6792 2.3518 0.12
H -7.4516 5.1191 2.6003 0.12
H -8.3878 6.0911 7.1400 0.10
H -6.6587 6.3909 7.4777 0.10
H -7.5178 5.0800 8.3045 0.09
```

Its HOMO energy is -9.8646 eV. The calculation puts the HOMO-LUMO gap at 0.3848 Ha. As for the SMILES: C#C[C@H](COC)OC.CCOC(=O)OC.CCOC(=O)OC.CCOC(=O)OC.CCOC(=O)OC.CCOC(=O)OC. The value obtained for the max |F| is 1.590 eV/A.

***

[2]
Below is C26H51Cl3HgN2O6PSi as an isolated structure at a distorted geometry, with properties calculated with ωB97M-V/def2-TZVPD.

The geometry in XYZ format:
```
91
Properties=species:S:1:pos:R:3:lowdin_charge:R:1
C 1.4538 -1.6552 -4.6505 -0.05
C 0.9142 -0.3611 -4.1111 -0.23
H 1.7827 -1.5474 -5.7072 0.07
H 0.6783 -2.4371 -4.6489 0.08
H 2.2752 -2.0002 -3.9942 0.08
C 0.4970 0.5611 -5.0029 -0.10
C 0.4144 0.3594 -6.4979 -0.11
H 0.0863 1.5065 -4.6226 0.10
H -0.2210 -0.4882 -6.8396 0.08
H 1.4358 0.1621 -6.8870 0.07
H 0.0003 1.2958 -6.9272 0.07
Hg 4.2760 -1.2592 1.0749 0.35
Cl 4.7315 -2.9737 2.7835 -0.38
Cl 2.8104 0.8248 1.5867 -0.06
C -0.3680 2.5174 0.9566 -0.32
O -1.5877 2.3525 0.7185 -0.07
N 0.1291 3.7351 1.2317 -0.18
C -0.7846 4.8616 1.3633 -0.05
C 1.5299 4.0824 1.0577 -0.07
H 0.3771 1.7096 0.9880 0.09
H -1.8026 4.5188 1.5802 0.09
H -0.7914 5.4664 0.4402 0.08
H -0.4270 5.5046 2.1796 0.08
H 2.1137 3.1801 0.8519 0.02
H 1.8931 4.5592 1.9789 0.09
H 1.6414 4.8001 0.2303 0.07
H -2.4967 -1.6431 -2.6792 0.05
H -2.7065 1.2951 -2.9749 0.08
C -3.4537 -1.2521 -2.2806 -0.06
C -3.4075 1.1927 -2.1247 -0.07
N -3.1975 -0.0861 -1.4590 -0.17
H -3.9268 -2.0358 -1.6820 0.09
C -2.5730 -0.2473 -0.2772 -0.27
O -2.4249 -1.3629 0.2623 -0.07
H -3.2776 2.0220 -1.4172 0.09
H -2.1710 0.6574 0.1944 0.10
H -4.0795 -0.9307 -3.1211 0.08
H -4.4200 1.2138 -2.5675 0.09
O 0.1191 -0.7074 -1.7707 -0.14
C 1.0871 -0.0618 -2.6255 -0.28
C -0.1067 2.1480 -2.1766 -0.07
C 1.0881 1.5096 -2.4698 -0.17
H -1.0062 1.5380 -2.0986 0.08
C -0.1616 3.5339 -2.0583 -0.09
H 2.0638 -0.4441 -2.2720 0.07
C 2.2715 2.2694 -2.5766 -0.02
H -1.1020 4.0106 -1.7941 0.10
C 0.9691 4.3028 -2.3553 -0.12
C 2.2092 3.6747 -2.5393 -0.09
H 3.2092 1.7245 -2.7503 0.11
H 0.8870 5.3917 -2.3830 0.10
H 3.1239 4.2573 -2.6682 0.10
Si 0.6049 -3.3081 -1.2903 0.79
Cl 4.4377 -1.2294 -1.2093 -0.25
C -1.0128 -2.9613 -1.8422 -0.27
C 1.1163 -4.0881 0.4049 -0.21
C 1.8447 -4.4404 -2.3872 -0.21
H -0.3920 -1.4720 -2.2887 0.01
H -1.7765 -2.7086 -1.1227 -0.02
H -1.2668 -3.5141 -2.7475 0.01
H 1.4187 -4.5521 -3.4097 0.01
H 1.8236 -5.4219 -1.8482 0.02
H 2.9378 -4.1478 -2.4034 0.03
H 0.8151 -3.4905 1.2872 0.01
H 2.2275 -4.3406 0.4529 0.04
H 0.5102 -5.0289 0.2709 0.04
C 0.3695 2.1921 4.5315 -0.11
C 1.4441 1.2184 4.1995 -0.37
O 0.9704 -0.1300 3.9684 -0.35
P -0.5304 -0.4522 3.3559 0.87
O -1.4616 -0.3010 4.6740 -0.34
C -1.2291 -1.0676 5.8985 -0.27
C -0.3279 -0.3331 6.8485 -0.09
O -0.6230 -2.0698 3.0730 -0.34
C -1.8839 -2.7973 2.8184 -0.27
C -1.5211 -4.2508 2.8758 -0.08
H -0.3842 2.2453 3.7398 0.05
H 0.7625 3.2027 4.6628 0.08
H -0.1060 1.8933 5.4657 0.04
H 1.9509 1.5111 3.2608 -0.07
H 2.2428 1.2055 4.9488 0.12
H -2.2250 -1.2161 6.3233 0.11
H -0.8227 -2.0511 5.6306 0.11
H 0.6846 -0.2696 6.4342 0.07
H -0.6943 0.6786 7.0448 0.07
H -0.2847 -0.8747 7.7986 0.08
H -2.6359 -2.5272 3.5730 0.11
H -2.2662 -2.4967 1.8326 0.08
H -1.2941 -4.5410 3.9060 0.07
H -2.3625 -4.8565 2.5325 0.08
H -0.6351 -4.4540 2.2687 0.04
```

Its HOMO energy (spin up / spin down) is -5.2601 / -5.2595 eV. The calculation puts the HOMO-LUMO gap (spin up / spin down) at 0.2802 / 0.2802 Ha. As for the total charge: -1. The value obtained for the max |F| is 2.840 eV/A.

***

[3]
Below is C26H51N6O5Si2Y as an isolated structure, with properties calculated with ωB97M-V/def2-TZVPD.

The geometry in XYZ format:
```
91
Properties=species:S:1:pos:R:3:lowdin_charge:R:1
Y 0.8649 0.1577 0.7641 1.56
C -4.0237 1.2148 -2.5316 -0.18
C -3.0233 0.2982 -3.2254 -0.22
N -1.7704 0.1256 -2.4941 -0.08
C -0.7046 -0.3673 -3.3402 -0.22
C 0.5382 -0.7760 -2.5740 -0.19
N 1.1827 0.2672 -1.7324 -0.12
C 1.4882 1.5331 -2.4327 -0.20
C 0.4227 2.6130 -2.2878 -0.17
C 0.0692 2.9098 -0.8341 -0.21
N -0.8021 1.8679 -0.2281 -0.12
C -2.1294 2.4298 0.1039 -0.21
C -3.1019 1.4127 0.6855 -0.20
N -3.5090 0.3736 -0.2379 -0.07
C -4.5521 0.6885 -1.1966 -0.21
H -4.8786 1.3534 -3.2008 0.11
H -3.5668 2.1978 -2.4028 0.09
H -2.7764 0.7433 -4.1945 0.11
H -3.4968 -0.6720 -3.4406 0.12
H -1.9133 -0.4748 -1.6841 0.09
H -0.4582 0.4101 -4.0736 0.11
H -1.0021 -1.2511 -3.9268 0.13
H 1.2612 -1.1252 -3.3194 0.11
H 0.3005 -1.6162 -1.9195 0.11
H 2.0999 -0.1235 -1.5302 0.01
H 1.6925 1.3410 -3.4926 0.12
H 2.4138 1.9128 -1.9895 0.13
H -0.4894 2.3408 -2.8229 0.10
H 0.8177 3.5202 -2.7513 0.12
H -0.4393 3.8748 -0.7778 0.12
H 0.9884 3.0169 -0.2418 0.11
H -1.0255 1.2024 -0.9794 0.05
H -2.5634 2.8722 -0.7998 0.11
H -2.0036 3.2380 0.8178 0.08
H -3.9658 1.9829 1.0663 0.12
H -2.6269 0.9353 1.5467 0.11
H -3.6729 -0.5056 0.2275 0.10
H -5.2755 1.4134 -0.7905 0.11
H -5.1066 -0.2330 -1.3928 0.12
O 2.0610 -4.4396 1.2457 0.15
C 1.5988 -3.1951 1.1839 -0.49
O 1.3657 -2.6082 0.1548 0.08
C 1.4234 -2.5763 2.5535 -0.08
O 0.4650 -1.5383 2.5069 -0.22
C -0.9050 -1.9876 2.5024 -0.06
C -1.5203 -1.9409 1.0950 -0.64
O -2.4303 -2.7075 0.8293 0.06
O -1.0294 -1.0184 0.3548 -0.17
H 2.2454 -4.7449 0.3438 0.14
H 1.1491 -3.3362 3.2859 0.15
H 2.3795 -2.1283 2.8424 0.14
H -0.9853 -2.9793 2.9445 0.14
H -1.4575 -1.2815 3.1268 0.14
C 3.8448 -1.2321 -2.0921 -0.18
Si 4.3482 -0.9472 -0.2913 0.39
C 4.7926 -2.7211 0.2265 -0.17
C 5.8882 0.1284 -0.4299 -0.17
N 3.1564 -0.2106 0.7271 -0.19
C 3.5998 -0.0002 2.0582 -0.35
C 4.8025 -0.5280 2.5539 -0.10
C 5.2296 -0.3722 3.8657 -0.11
C 4.4367 0.3299 4.7479 -0.11
C 3.2463 0.8749 4.2896 -0.08
C 2.7973 0.7613 2.9663 -0.35
N 1.6099 1.3770 2.5178 -0.21
Si 0.9844 2.6103 3.5562 0.38
C -0.4559 3.4917 2.7525 -0.18
C 2.2800 3.9299 3.9161 -0.16
C 0.2436 1.9152 5.1569 -0.18
H 4.7194 -1.7239 -2.5288 0.05
H 3.6682 -0.3370 -2.6948 0.03
H 3.0095 -1.9258 -2.2057 0.02
H 5.8708 -2.8950 0.1901 0.04
H 4.3271 -3.4358 -0.4580 0.02
H 4.4665 -2.9524 1.2417 0.02
H 6.8002 -0.4625 -0.5443 0.03
H 6.0089 0.7690 0.4438 0.03
H 5.8024 0.7731 -1.3085 0.02
H 5.4534 -1.0901 1.8990 0.06
H 6.1722 -0.8035 4.1778 0.10
H 4.7285 0.4642 5.7816 0.10
H 2.6413 1.4168 5.0032 0.07
H -0.2090 3.9121 1.7772 0.02
H -0.7610 4.3136 3.4055 0.04
H -1.3124 2.8221 2.6531 0.02
H 2.0997 4.8076 3.2906 0.02
H 3.2845 3.5631 3.7006 0.03
H 2.2608 4.2567 4.9582 0.03
H -0.7576 2.3183 5.3283 0.02
H 0.8356 2.1274 6.0493 0.02
H 0.1596 0.8281 5.0718 0.02
```

Its HOMO energy is -6.5125 eV. The calculation puts the HOMO-LUMO gap at 0.2559 Ha. The value obtained for the max |F| is 0.169 eV/A.